w | C4H12ClN2 | wB97M-V/def2-TZVPD

XYZ file:
```
19
Properties=species:S:1:pos:R:3:lowdin_charge:R:1
Cl 0.944 2.462 0.357 0.6467
N -0.384 1.274 0.737 -0.4680
N 0.742 -0.634 -0.185 -0.2028
C 0.398 -1.605 0.828 0.0017
C 1.247 -1.234 -1.386 -0.0032
C -1.625 2.020 0.820 -0.1459
C -0.377 0.338 -0.365 -0.2545
H 0.122 -2.636 0.504 0.1339
H -2.378 1.325 1.005 0.0674
H -1.994 2.398 -0.128 0.0915
H 0.646 -2.106 -1.725 0.1353
H 2.248 -1.441 -1.259 0.0918
H -0.350 -1.064 1.391 0.0995
H 1.151 -0.594 -2.275 0.1187
H -1.523 2.851 1.614 0.1314
H 1.515 -0.022 0.217 0.1701
H 1.273 -1.820 1.450 0.1217
H -1.290 -0.134 -0.178 0.1206
H -0.364 0.622 -1.421 0.1441
```

Values from the calculation:
SMILES: CN(Cl)C[NH+](C)C
E_HOMO: -14.209 eV
Net charge: +1
Kohn-Sham gap: 10.926 eV
Multiplicity: 1

x | C4H12ClN2 | wB97M-V/def2-TZVPD

XYZ file:
```
19
Properties=species:S:1:pos:R:3:lowdin_charge:R:1
Cl -0.755 2.443 -2.468 0.6719
N -0.737 1.481 -0.992 -0.3735
N -0.397 -0.549 -2.282 0.2106
C 0.610 0.269 1.393 -0.2488
C -0.014 -0.486 0.213 -0.1654
C 0.053 0.335 -1.066 -0.4311
C 0.550 -0.565 2.666 -0.0937
H 1.649 0.504 1.161 0.1189
H 1.097 -1.497 2.545 0.0793
H -1.054 -0.720 0.451 0.1285
H 0.994 -0.016 3.490 0.0816
H -0.556 0.126 -3.049 0.1003
H -0.478 -0.799 2.929 0.0795
H -1.689 1.335 -0.672 0.0999
H 0.079 1.209 1.538 0.1114
H 0.527 -1.423 0.071 0.1297
H -1.275 -1.038 -2.073 0.1698
H 1.082 0.626 -1.300 0.1597
H 0.315 -1.233 -2.554 0.1715
```

Values from the calculation:
SMILES: CCC[C@@H]([NH3+])NCl
E_HOMO: -14.391 eV
Net charge: +1
Kohn-Sham gap: 10.817 eV
Multiplicity: 1

The most stable arrangement is x, and the next structure is 0.0552 hartree less stable.

w | CHNO2S | wB97M-V/def2-TZVPD

XYZ file:
```
6
Properties=species:S:1:pos:R:3:lowdin_charge:R:1
S -2.569 -0.773 -0.120 0.4627
O 2.492 -0.354 0.424 0.1923
O -0.576 1.211 -0.276 -0.0693
N 0.473 0.803 0.235 -0.0257
C 1.460 0.078 0.110 -0.2311
H -1.280 -0.965 -0.374 -0.3289
```

Values from the calculation:
E_HOMO (alpha / beta): -9.140 / -9.064 eV
Kohn-Sham gap (alpha / beta): 5.178 / 5.120 eV
Multiplicity: 1

x | CHNO2S | wB97M-V/def2-TZVPD

XYZ file:
```
6
Properties=species:S:1:pos:R:3:lowdin_charge:R:1
S -1.129 1.277 1.287 0.7727
O 0.808 -0.223 -1.514 0.0789
O 1.590 -0.036 0.478 0.0652
N 0.678 -0.004 -0.337 -0.5171
C -0.624 0.153 0.256 -0.6426
H -1.322 -1.167 -0.171 0.2428
```

Values from the calculation:
E_HOMO: -10.182 eV
Kohn-Sham gap: 8.366 eV
Multiplicity: 1

The most stable arrangement is x, and the next structure is 0.0221 hartree less stable.

w | C3H5FS | wB97M-V/def2-TZVPD

XYZ file:
```
10
Properties=species:S:1:pos:R:3:lowdin_charge:R:1
S -1.893 -0.412 -0.118 0.5659
F 2.725 -0.402 -0.005 -0.0320
C 1.443 0.035 -0.299 -0.0881
C 0.475 0.493 0.556 -0.2061
C -0.788 0.939 -0.044 -0.7014
H -0.696 1.069 -1.184 0.0833
H 1.650 0.205 -1.290 0.0922
H -1.153 1.906 0.618 0.1385
H 0.529 0.173 1.466 0.0395
H -1.346 -1.945 1.042 0.1083
```

Values from the calculation:
E_HOMO: -9.097 eV
Kohn-Sham gap: 8.127 eV
Multiplicity: 1

x | C3H5FS | wB97M-V/def2-TZVPD

XYZ file:
```
10
Properties=species:S:1:pos:R:3:lowdin_charge:R:1
S 0.807 -2.009 -0.325 0.6854
F -1.479 1.164 -0.658 0.0570
C -0.471 0.639 0.005 -0.3552
C 0.375 -0.428 -1.069 -0.4632
C -0.102 1.011 1.215 0.0460
H 0.709 0.499 1.760 0.0722
H -0.232 -0.508 -1.887 0.0125
H 1.242 0.059 -1.429 0.0415
H -0.598 1.642 1.899 0.0474
H -0.250 -2.070 0.489 -0.1436
```

Values from the calculation:
SMILES: C=C(F)CS
E_HOMO: -9.298 eV
Kohn-Sham gap: 10.226 eV
Multiplicity: 1

The most stable arrangement is x, and the next structure is 0.1193 hartree less stable.

w | C3H16O5 | wB97M-V/def2-TZVPD

XYZ file:
```
24
Properties=species:S:1:pos:R:3:lowdin_charge:R:1
O -2.805 0.655 -0.343 -0.2052
O 3.304 -0.508 0.102 -0.0909
O -2.290 -1.710 -1.385 -0.0989
O -2.245 0.622 2.150 -0.0842
O 2.972 1.593 -0.894 -0.1115
C 0.743 -0.650 -0.992 -0.0481
C -0.104 -0.413 0.216 -0.2436
C 0.701 0.359 1.202 -0.0612
H -0.524 -1.292 0.712 0.1452
H 3.258 0.656 -0.379 -0.0559
H -3.151 0.541 2.463 0.0346
H -3.095 -2.160 -1.116 0.0329
H 1.128 0.310 -1.332 0.0807
H -1.025 0.154 -0.190 0.1559
H 3.984 -0.714 0.758 0.0495
H -2.358 0.748 1.168 -0.0321
H 3.677 1.908 -1.471 0.0300
H -3.557 0.850 -0.921 0.0310
H 1.637 -0.214 1.428 0.1168
H 1.088 1.269 0.720 0.0926
H -2.418 -0.789 -1.024 -0.0350
H 0.255 -1.192 -1.803 0.0907
H 1.617 -1.280 -0.654 0.1283
H 0.145 0.690 2.080 0.0783
```

Values from the calculation:
E_HOMO: -9.818 eV
Kohn-Sham gap: 3.771 eV
Multiplicity: 1

x | C3H16O5 | wB97M-V/def2-TZVPD

XYZ file:
```
24
Properties=species:S:1:pos:R:3:lowdin_charge:R:1
O 0.294 2.998 1.198 -0.0603
O -1.222 0.601 -3.081 -0.0497
O 1.562 -0.437 -0.670 -0.1231
O -2.183 2.397 -0.571 -0.0673
O 2.953 -1.841 1.492 -0.0689
C 0.072 -0.645 -0.696 -0.1989
C -0.370 -1.964 1.509 -0.0927
C -0.383 -0.634 0.730 -0.2395
H 0.274 0.071 1.244 0.0940
H -1.317 -0.125 0.953 0.1029
H 1.876 -0.723 -1.532 0.0750
H -0.190 0.231 -1.274 0.0711
H 3.426 -1.108 1.090 0.0269
H -1.831 1.686 -1.125 -0.0066
H 0.413 -1.980 2.267 0.0645
H -1.466 3.039 -0.524 0.0199
H -2.078 0.260 -3.362 0.0603
H 2.180 -1.950 0.925 -0.0054
H 0.978 2.383 1.508 0.0419
H 0.022 -1.646 -1.126 0.1186
H -0.456 2.961 1.799 0.0405
H -0.281 -2.819 0.838 0.0754
H -1.272 -2.077 2.090 0.0613
H -1.001 1.321 -3.683 0.0601
```

Values from the calculation:
SMILES: CCCO.O.O.O.O
E_HOMO: -10.394 eV
Kohn-Sham gap: 10.702 eV
Multiplicity: 1

The most stable arrangement is x, and the next structure is 0.3039 hartree less stable.

w | CH2ClNO | wB97M-V/def2-TZVPD

XYZ file:
```
6
Properties=species:S:1:pos:R:3:lowdin_charge:R:1
Cl -1.639 0.668 2.015 0.2564
O 2.531 -0.697 -3.680 0.0280
N 1.895 -0.946 -2.711 -0.2396
C 1.116 -1.006 -1.840 0.1400
H 0.580 -1.084 -0.902 0.0728
H -1.385 -0.587 1.933 -0.2576
```

Values from the calculation:
SMILES: C#[N+][O-].Cl
E_HOMO: -10.154 eV
Kohn-Sham gap: 10.539 eV
Multiplicity: 1

x | CH2ClNO | wB97M-V/def2-TZVPD

XYZ file:
```
6
Properties=species:S:1:pos:R:3:lowdin_charge:R:1
Cl 2.078 -0.502 -1.207 0.5775
O -0.963 -1.182 0.069 -0.0419
N 1.908 0.952 -0.694 -0.5199
C -1.032 -0.077 0.458 -0.2185
H -1.628 0.697 -0.080 0.0847
H -0.364 0.112 1.454 0.1180
```

Values from the calculation:
E_HOMO (alpha / beta): -9.717 / -9.747 eV
Kohn-Sham gap (alpha / beta): 8.628 / 8.626 eV
Multiplicity: 1

The most stable arrangement is w, and the next structure is 0.0738 hartree less stable.